No. 1
The following is a quantum chemistry calculation of a single C3H3BrO2 molecule, from the Open Molecules 2025 dataset.

```
9
Properties=species:S:1:pos:R:3:forces:R:3:nbo_charge:R:1
C -0.8614 -0.6384 -0.3282 -0.9 -2.1 -0.4 -0.091
C -1.1899 0.6576 -0.1719 1.9 -1.6 0.3 0.166
C 1.2159 -0.0727 0.4638 0.0 1.5 1.7 0.226
O 0.4855 -0.9042 -0.1615 -0.8 -0.4 0.3 -0.416
O -0.2894 1.3774 0.3510 0.2 1.5 0.0 -0.616
Br 2.9585 -0.2538 -0.1695 0.8 0.4 0.0 0.094
H -1.3879 -1.4868 -0.7848 0.3 0.8 0.2 0.208
H -2.0519 0.9157 -0.7020 -1.6 1.3 -0.5 0.176
H 1.1205 0.4053 1.5030 0.0 -1.3 -1.8 0.253
```
Positions in Å, forces in eV/Å.

Computed properties:
Highest occupied orbital energy (alpha / beta): -8.31 / -8.31 eV
ΔE to the lowest compared entry with this formula, charge and spin: 2.988 eV

No. 2
The following is a quantum chemistry calculation of 2 unconnected molecules or ions with the total composition C3H3BrO2, from the Open Molecules 2025 dataset.

```
9
Properties=species:S:1:pos:R:3:forces:R:3:nbo_charge:R:1
C -1.3767 -2.0900 -0.0877 -0.6 -0.7 -0.1 -0.398
C -0.7032 -1.1357 -0.3369 3.0 3.8 0.2 -0.167
C 0.6333 0.5649 -0.2280 -1.6 -2.7 0.2 0.636
O 0.1779 1.2908 0.8046 0.1 0.2 -0.7 -0.698
O 0.6009 1.1824 -1.3984 0.1 0.2 0.4 -0.672
Br 2.3652 -0.3090 0.1015 -0.6 0.2 -0.2 0.042
H -2.0159 -2.9239 -0.0071 -0.2 -0.4 0.1 0.226
H 0.1062 0.7691 1.6125 0.1 -0.2 -0.1 0.521
H 0.2352 2.0794 -1.3044 -0.1 -0.3 0.1 0.510
```
Positions in Å, forces in eV/Å.

Computed properties:
Highest occupied orbital energy: -9.78 eV
ΔE to the lowest compared entry with this formula, charge and spin: 3.841 eV

No. 3
The following is a quantum chemistry calculation of a single C3H3BrOS molecule, from the Open Molecules 2025 dataset.

```
9
Properties=species:S:1:pos:R:3:forces:R:3:nbo_charge:R:1
O 1.3516 1.5195 -1.6781 0.0 0.5 -0.5 -0.466
C 1.0293 1.5607 -0.5608 -0.7 -2.5 2.2 0.575
Br 1.8882 2.6692 0.8574 0.0 0.3 -0.6 -0.090
C -0.0357 0.6534 0.2403 -1.2 -0.2 -2.7 -0.573
C -0.4521 -0.8749 -0.0361 2.4 2.0 -0.6 -0.288
S -1.9897 -1.2782 -0.0569 0.1 -0.5 -0.1 0.133
H -0.9432 1.2980 0.1526 0.5 -0.6 0.6 0.254
H 0.2907 0.4819 1.2185 0.6 0.8 1.7 0.244
H 0.5100 -1.5022 -0.0529 -1.8 0.3 -0.1 0.211
```
Positions in Å, forces in eV/Å.

Computed properties:
Highest occupied orbital energy: -9.25 eV
ΔE to the lowest compared entry with this formula, charge and spin: 0.363 eV
SMILES string: O=C(Br)CC=S

No. 4
The following is a quantum chemistry calculation of a single C3H3BrS molecule, from the Open Molecules 2025 dataset.

```
8
Properties=species:S:1:pos:R:3:forces:R:3:nbo_charge:R:1
S -0.4930 2.3179 1.4644 0.7 -1.0 -2.1 -0.009
C -0.0820 1.3223 0.1116 -1.5 0.9 3.5 -0.298
C -0.2968 -0.0393 0.2748 0.4 -5.7 -1.8 -0.235
C 0.3661 -1.2010 -0.5917 -3.6 5.0 4.7 -0.256
Br 0.4068 -2.9745 -0.1848 -0.3 -0.3 0.2 0.167
H 0.2090 1.7183 -0.7919 1.2 1.0 -1.8 0.202
H -1.0990 -0.2625 1.0587 1.7 -0.3 -1.0 0.239
H 0.9891 -0.8813 -1.3411 1.5 0.5 -1.7 0.189
```
Positions in Å, forces in eV/Å.

Computed properties:
Highest occupied orbital energy (alpha / beta): -8.94 / -8.68 eV
ΔE to the lowest compared entry with this formula, charge and spin: 1.411 eV
SMILES string: S=C/C=C/Br

No. 5
The following is a quantum chemistry calculation of a single C3H3Cl molecule, from the Open Molecules 2025 dataset.

```
7
Properties=species:S:1:pos:R:3:forces:R:3:nbo_charge:R:1
C -1.1273 0.2934 -0.1152 2.5 2.4 0.6 -0.193
C 0.9142 -0.1761 -0.3586 -1.9 -1.0 0.3 -0.089
C -0.2030 -0.8616 -0.1712 0.8 3.2 -0.6 -0.320
Cl -1.7848 1.0617 -1.5816 0.0 -0.8 0.4 -0.043
H -0.7290 1.1407 0.5213 -1.0 -1.1 -0.4 0.202
H 1.4575 0.7318 -0.1847 -0.1 0.1 0.2 0.226
H -0.5800 -1.7087 -0.5852 -0.4 -2.9 -0.6 0.216
```
Positions in Å, forces in eV/Å.

Computed properties:
Highest occupied orbital energy (alpha / beta): -8.70 / -8.51 eV
ΔE to the lowest compared entry with this formula, charge and spin: 2.851 eV

No. 6
The following is a quantum chemistry calculation of a single C3H3Cl2F molecule, from the Open Molecules 2025 dataset.

```
9
Properties=species:S:1:pos:R:3:forces:R:3:nbo_charge:R:1
F -0.0400 -1.8465 -0.6758 0.0 0.0 0.0 -0.326
C -0.2991 -0.5137 -0.6532 -0.8 0.4 -0.9 0.182
C 0.8011 0.4113 -0.2318 0.0 0.1 0.1 -0.466
C -0.3805 0.1716 0.6775 0.3 -0.1 -0.2 -0.139
Cl -0.1427 -0.7996 2.1071 0.0 0.1 0.0 0.037
Cl -1.5467 1.4602 0.8580 -0.1 0.0 0.0 0.022
H -1.0292 -0.2166 -1.4515 0.8 -0.3 0.9 0.198
H 1.7300 -0.0501 0.0761 0.0 -0.1 0.0 0.250
H 0.9070 1.3835 -0.7064 -0.1 -0.2 0.1 0.242
```
Positions in Å, forces in eV/Å.

Computed properties:
Highest occupied orbital energy: -10.32 eV
ΔE to the lowest compared entry with this formula, charge and spin: 0.473 eV
SMILES string: F[C@@H]1CC1(Cl)Cl

No. 7
The following is a quantum chemistry calculation of a single C3H3Cl2NO4S molecule, from the Open Molecules 2025 dataset.

```
14
Properties=species:S:1:pos:R:3:forces:R:3:nbo_charge:R:1
O 1.9189 1.9033 -1.4205 2.6 4.1 -3.0 -0.506
C 1.4135 1.1252 -0.7761 -3.1 -4.9 2.4 0.910
N 0.8134 -0.0925 -1.1948 0.1 0.3 3.9 -0.664
C 0.1908 -0.7183 -0.0982 -0.4 2.3 0.8 -0.059
Cl 0.1669 -2.4007 -0.1057 0.1 -1.5 0.0 0.115
S -1.7374 -0.2692 0.0014 -2.5 -0.3 -1.7 1.945
O -2.2021 -0.0844 -1.3629 0.9 -0.1 1.1 -0.895
O -2.4229 -1.2310 0.8232 0.8 0.4 0.0 -0.886
Cl -2.1946 1.5769 0.9404 0.8 -0.6 -0.3 -0.235
C 0.7702 0.0086 1.1693 -1.7 -2.3 -0.8 -0.096
O 1.2608 1.1585 0.5773 0.7 1.8 1.2 -0.495
H 0.5667 -0.3782 -2.0773 -0.4 -0.2 -2.6 0.432
H -0.0656 0.0677 1.9624 1.5 0.8 -1.2 0.233
H 1.5214 -0.6658 1.5614 0.6 0.3 0.2 0.202
```
Positions in Å, forces in eV/Å.

Computed properties:
Highest occupied orbital energy: -10.79 eV
ΔE to the lowest compared entry with this formula, charge and spin: 0.051 eV
SMILES string: O=C1N[C@](Cl)(S(=O)(=O)Cl)CO1

No. 8
The following is a quantum chemistry calculation of a single C3H3Cl3 molecule, from the Open Molecules 2025 dataset.

```
9
Properties=species:S:1:pos:R:3:forces:R:3:nbo_charge:R:1
C 0.7510 1.6894 0.5516 0.6 0.0 -1.1 -0.397
C 0.5263 0.3724 0.4108 0.5 1.8 1.1 -0.131
C -1.2748 -1.3425 -0.7184 -0.9 0.3 -0.4 -0.529
Cl 0.3905 -0.5682 1.8274 0.1 -0.6 -0.2 0.087
Cl 0.3814 -0.4367 -1.1259 -0.3 0.4 0.1 0.397
Cl -0.7273 -3.0439 -0.4414 -0.7 0.6 -0.8 -0.086
H 1.1113 2.0785 1.5507 -0.9 -0.4 -1.4 0.245
H -1.8862 -1.0999 -1.6874 1.5 -1.2 1.2 0.186
H 0.7278 2.3510 -0.3675 0.2 -0.8 1.4 0.228
```
Positions in Å, forces in eV/Å.

Computed properties:
Highest occupied orbital energy: -7.98 eV
ΔE to the lowest compared entry with this formula, charge and spin: 4.635 eV

No. 9
The following is a quantum chemistry calculation of a single C3H3Cl3Si molecule, from the Open Molecules 2025 dataset.

```
10
Properties=species:S:1:pos:R:3:forces:R:3:nbo_charge:R:1
Cl -3.7960 -1.7830 0.6390 -0.4 0.1 0.0 -0.347
Si -3.3876 0.0890 -0.0937 2.2 -1.5 1.4 1.408
Cl -4.0039 1.5439 1.0794 -0.7 1.0 0.9 -0.314
Cl -4.1165 0.2896 -1.8764 -0.8 0.2 -2.0 -0.297
C -1.5656 0.0746 0.0431 6.6 1.2 -2.9 -0.508
C -0.2014 0.0627 -0.5045 -8.1 -0.1 4.2 -0.127
C -0.3186 0.0898 0.9575 -0.9 -1.4 2.2 -0.407
H 0.2324 -0.1742 -1.3891 1.6 -0.5 -2.2 0.221
H -0.3842 -0.8952 1.6102 1.1 1.9 -1.1 0.179
H 0.0168 0.9988 1.5355 -0.5 -0.9 -0.6 0.193
```
Positions in Å, forces in eV/Å.

Computed properties:
Highest occupied orbital energy: -9.07 eV
ΔE to the lowest compared entry with this formula, charge and spin: 1.500 eV
SMILES string: Cl[Si](Cl)(Cl)C1=CC1

No. 10
The following is a quantum chemistry calculation of a molecular structure, C3H3Cl8NO2, from the Open Molecules 2025 dataset.

```
17
Properties=species:S:1:pos:R:3:forces:R:3:nbo_charge:R:1
C 2.9765 2.7550 -1.5816 0.7 -0.5 -0.7 -0.238
Cl 4.4489 1.7434 -1.7915 0.6 0.5 0.7 0.006
Cl 3.3034 4.4334 -2.0520 0.1 -0.1 0.2 0.037
Cl 1.9110 2.0094 -2.7078 -1.2 0.1 -0.9 0.083
Cl 2.3103 2.6474 0.0080 0.1 0.1 0.6 0.108
C -1.4538 -3.1740 3.2214 -1.0 0.5 -1.2 -0.208
Cl -0.4218 -3.3954 4.5967 -0.3 -0.3 1.0 0.050
Cl -0.4405 -2.4995 1.9835 -0.3 0.4 -0.4 0.123
Cl -2.1274 -4.7325 2.5962 0.2 0.3 0.6 0.000
Cl -2.9147 -2.0633 3.5273 1.4 -0.9 0.0 0.018
C -0.6073 0.3027 -1.5843 -2.0 0.3 0.9 -0.490
N -1.6793 0.4105 -0.5061 2.8 0.1 -2.6 0.340
O -2.5376 1.3286 -0.5090 -1.1 1.5 -0.4 -0.662
O -1.6075 -0.4948 0.3519 0.0 -2.0 2.0 -0.702
H 0.3206 -0.0571 -1.1396 0.1 0.5 0.2 0.183
H -0.5769 1.2534 -2.1166 0.3 -0.1 0.2 0.187
H -0.9040 -0.4672 -2.2965 -0.2 -0.3 -0.2 0.166
```
Positions in Å, forces in eV/Å.

Computed properties:
Expectation value of S²: 0.754
2S+1: 2
Highest occupied orbital energy (alpha / beta): -0.50 / -3.98 eV
Total charge: -1

No. 11
The following is a quantum chemistry calculation of a molecular structure, C3H3Cl9Cr2O8S2, from the Open Molecules 2025 dataset.

```
27
Properties=species:S:1:pos:R:3:forces:R:3:nbo_charge:R:1
Cr 18.4868 12.3938 2.7186 0.7 -2.0 0.6 1.537
Cr 19.7462 8.8691 2.8463 0.4 0.7 0.8 1.447
S 18.5483 10.4289 0.8866 -0.6 0.1 0.3 2.580
O 17.4209 11.3323 1.3157 -0.7 -0.2 -0.6 -1.050
O 18.9579 10.6982 -0.4521 -0.1 -0.2 -0.3 -0.950
O 19.5276 10.8388 1.9662 1.5 1.6 0.0 -1.087
O 18.4245 8.9814 1.2263 -0.6 0.0 -0.4 -1.012
S 19.7629 10.3697 4.9618 0.3 0.2 1.4 2.578
O 19.9932 10.5007 6.3596 0.0 -0.2 -0.1 -0.924
O 18.8024 9.2657 4.5876 -0.4 -0.1 -0.6 -1.023
O 19.1860 11.6728 4.4606 -0.2 0.8 -0.6 -1.108
O 20.9866 9.9732 4.1844 -0.5 -0.3 -0.9 -1.006
C 17.2234 13.8231 -1.2883 -0.5 0.0 0.2 -0.287
Cl 17.1001 14.3169 -2.9637 0.1 -0.1 -0.2 0.039
Cl 15.6203 13.8030 -0.5290 0.1 0.2 0.1 0.014
Cl 18.2971 14.9331 -0.4137 0.1 -0.3 0.1 -0.005
H 17.5963 12.8080 -1.2242 0.3 0.1 0.0 0.246
C 22.1633 11.4023 -0.7937 -0.2 0.0 0.2 -0.273
Cl 23.7923 11.6778 -1.3717 0.1 0.0 0.0 0.042
Cl 21.5072 12.8577 -0.0256 0.1 0.0 -0.1 0.006
Cl 22.1208 10.0368 0.3362 0.3 -0.1 -0.1 -0.004
H 21.5328 11.1529 -1.6347 -0.1 0.0 0.0 0.238
C 16.3048 9.8534 -3.0074 0.2 -0.2 0.0 -0.291
Cl 15.9792 9.8776 -4.7381 0.0 0.1 0.0 0.020
Cl 16.4169 8.1941 -2.4210 -0.2 0.0 0.1 0.020
Cl 15.1127 10.8004 -2.1300 0.0 -0.1 0.1 0.023
H 17.2746 10.2893 -2.8239 0.1 0.2 -0.1 0.229
```
Positions in Å, forces in eV/Å.

Computed properties:
Expectation value of S²: 20.028
2S+1: 9
Highest occupied orbital energy (alpha / beta): -9.86 / -10.80 eV
ΔE to the lowest compared entry with this formula, charge and spin: 1.564 eV

No. 12
The following is a quantum chemistry calculation of a single C3H3ClF2 molecule, from the Open Molecules 2025 dataset.

```
9
Properties=species:S:1:pos:R:3:forces:R:3:nbo_charge:R:1
C 2.1025 0.5271 -0.4088 -3.1 -5.7 0.8 -0.475
C 1.0674 -0.2334 0.1064 -0.6 1.6 0.6 0.357
F 1.0790 -1.6115 0.1989 0.5 1.7 -0.3 -0.332
C -0.2848 0.3599 0.5893 0.6 0.5 -3.1 0.173
F -0.0964 1.6657 0.1096 -1.2 -0.6 1.3 -0.347
Cl -1.7733 -0.3467 -0.2713 1.2 0.3 0.2 -0.087
H 2.0959 1.5640 -0.6246 0.2 0.4 -0.1 0.257
H 2.5720 -0.3783 -0.8387 1.8 1.5 -0.4 0.242
H -0.6761 0.2998 1.5780 0.7 0.4 1.0 0.212
```
Positions in Å, forces in eV/Å.

Computed properties:
Highest occupied orbital energy: -10.43 eV
ΔE to the lowest compared entry with this formula, charge and spin: 1.646 eV
SMILES string: C=C(F)[C@@H](F)Cl

What did we get for maximum force? Answer: 2.47, 4.78, 3.41, 7.73, 3.57, 1.27, 6.29, 2.25, 9.14, 3.84, 2.23, 6.59 eV/A, in the order shown.